No. 1
Computed, not measured: a cluster of 2 separate species, C5H11NO in total, with wB97M-V/def2-TZVPD.

The geometry in XYZ format:
```
18
Properties=species:S:1:pos:R:3
C 0.307 -1.408 0.654
N 1.380 1.312 0.238
C 0.014 0.989 -0.006
C -0.557 -0.181 0.360
C -2.044 -0.300 0.438
C -2.858 0.671 -0.023
H 1.032 -1.110 1.423
H -0.254 -2.214 1.082
H 0.805 -1.723 -0.248
H 1.493 1.202 1.240
H 1.568 2.353 0.141
H -0.601 1.749 -0.423
H -2.536 -1.236 0.707
H -2.626 1.752 -0.005
H -3.925 0.353 0.029
H 2.259 -0.260 -0.880
H 2.150 -0.980 -2.166
O 2.742 -0.924 -1.400
```

Summary:
- Kohn-Sham gap (Eh) = 0.32003
- calculated total energy (eV) = -8899.2066
- energy relative to the best compared isomer or geometry (same formula, charge and spin) (eV) = 2.491
- total charge = 0

---

No. 2
Computed, not measured: a cluster of 2 separate species, C5H11NO in total, with wB97M-V/def2-TZVPD.

The geometry in XYZ format:
```
18
Properties=species:S:1:pos:R:3
C 2.918 0.602 -0.188
N 1.751 -0.230 -0.057
C 1.143 -0.367 0.983
O 0.552 -0.532 1.977
C -1.030 -0.155 -0.678
C -1.641 -1.432 -0.086
C -1.516 1.064 0.113
H 2.658 1.530 -0.703
H 3.655 0.053 -0.772
H 3.308 0.834 0.803
H 0.051 -0.171 -0.832
H -1.357 -0.058 -1.711
H -1.469 -1.541 0.993
H -1.292 -2.350 -0.571
H -2.727 -1.372 -0.220
H -2.595 1.162 -0.042
H -1.364 0.962 1.196
H -1.045 2.001 -0.205
```

Summary:
- Kohn-Sham gap (Eh) = 0.39013
- calculated total energy (eV) = -8900.1595
- energy relative to the best compared isomer or geometry (same formula, charge and spin) (eV) = 1.538
- total charge = 0

---

No. 3
Computed, not measured: the molecule C5H11NO, with wB97M-V/def2-TZVPD.

The geometry in XYZ format:
```
18
Properties=species:S:1:pos:R:3
C -0.147 0.138 0.179
C 0.718 -1.243 -0.178
C 0.020 1.433 -0.590
C -1.432 -0.660 -0.674
N -0.586 0.265 1.528
C 1.833 -0.423 0.384
O 2.744 0.053 -0.321
H 0.108 0.682 2.140
H -1.458 0.778 1.625
H 1.947 -0.513 1.483
H 0.865 -1.457 -1.236
H 0.423 -2.056 0.485
H 0.432 1.243 -1.584
H -0.922 1.985 -0.670
H 0.733 2.076 -0.065
H -1.369 -0.457 -1.743
H -2.300 -0.124 -0.283
H -1.608 -1.719 -0.482
```

Summary:
- Kohn-Sham gap (Eh) = 0.35368
- calculated total energy (eV) = -8898.3941
- energy relative to the best compared isomer or geometry (same formula, charge and spin) (eV) = 3.303
- total charge = 0

---

No. 4
Computed, not measured: the molecule C5H11NO, with wB97M-V/def2-TZVPD.

The geometry in XYZ format:
```
18
Properties=species:S:1:pos:R:3
C 0.334 1.847 -0.294
C 0.699 0.423 0.129
C 0.668 0.105 1.614
N -0.297 -0.554 -0.341
C -1.101 -0.406 -1.542
C -0.436 -1.615 0.462
O 0.436 -2.476 1.001
H -0.653 2.123 0.097
H 1.067 2.525 0.154
H 0.344 2.011 -1.381
H 1.680 0.173 -0.304
H 1.057 -1.860 1.452
H 1.627 0.286 2.119
H -0.116 0.690 2.112
H -1.598 0.568 -1.569
H -0.472 -0.505 -2.435
H -1.859 -1.195 -1.574
H -1.381 -2.141 0.300
```

Summary:
- Kohn-Sham gap (spin up / spin down) (Eh) = 0.27704 / 0.27711
- calculated total energy (eV) = -8897.1743
- energy relative to the best compared isomer or geometry (same formula, charge and spin) (eV) = 4.523
- total charge = 0

---

No. 5
Computed, not measured: the molecule C5H11NO, with wB97M-V/def2-TZVPD.

The geometry in XYZ format:
```
18
Properties=species:S:1:pos:R:3
C -0.308 1.457 1.807
C 0.273 0.078 1.534
N -0.244 -0.444 0.276
C 0.348 -1.664 -0.241
C 0.594 -0.365 -0.909
C -0.131 0.025 -2.191
O -1.523 -0.070 -2.041
H 0.066 1.860 2.754
H -1.400 1.398 1.863
H -0.046 2.158 1.008
H 1.376 0.113 1.531
H -0.025 -0.618 2.327
H 1.172 -2.103 0.324
H -0.349 -2.376 -0.678
H 1.590 0.064 -0.779
H 0.172 1.044 -2.479
H 0.168 -0.647 -3.003
H -1.681 0.013 -1.085
```

Summary:
- Kohn-Sham gap (Eh) = 0.38959
- calculated total energy (eV) = -8899.7048
- energy relative to the best compared isomer or geometry (same formula, charge and spin) (eV) = 1.993
- total charge = 0

---

No. 6
Computed, not measured: a cluster of 2 separate species, C5H11NO in total, with wB97M-V/def2-TZVPD.

The geometry in XYZ format:
```
18
Properties=species:S:1:pos:R:3
C -0.445 -0.567 2.111
C 0.352 -0.880 0.826
C 0.672 0.410 0.086
C 1.839 1.051 0.270
C -1.139 1.818 -0.578
N -0.369 0.822 -0.738
H -0.012 0.270 2.656
H -1.516 -0.415 1.965
H -0.218 -1.473 2.693
H -0.086 -1.552 0.080
H 1.289 -1.391 1.050
H 2.676 0.652 0.824
H 1.840 2.078 -0.060
H -1.942 1.875 -1.303
H -0.839 2.535 0.177
H -1.401 -2.003 -1.558
H -0.184 -1.179 -1.986
O -0.545 -2.074 -1.980
```

Summary:
- Kohn-Sham gap (Eh) = 0.36189
- calculated total energy (eV) = -8899.2373
- energy relative to the best compared isomer or geometry (same formula, charge and spin) (eV) = 2.460
- total charge = 0

---

No. 7
Computed, not measured: the molecule C5H11NO, with wB97M-V/def2-TZVPD.

The geometry in XYZ format:
```
18
Properties=species:S:1:pos:R:3
C 1.501 -0.110 0.412
C 2.077 1.231 0.873
C 0.329 0.174 -0.466
N -0.957 -0.272 0.118
C -1.045 -1.682 -0.366
C -2.074 0.505 -0.410
O 0.316 0.797 -1.497
H 2.327 -0.681 -0.037
H 1.215 -0.771 1.220
H 1.377 2.068 0.784
H 3.038 1.465 0.413
H 2.251 1.198 1.942
H -0.083 -2.162 -0.214
H -1.384 -1.670 -1.406
H -1.783 -2.256 0.207
H -2.999 0.032 -0.081
H -2.035 0.616 -1.496
H -2.070 1.516 0.004
```

Summary:
- Kohn-Sham gap (Eh) = 0.37706
- calculated total energy (eV) = -8900.3478
- energy relative to the best compared isomer or geometry (same formula, charge and spin) (eV) = 1.350
- total charge = 0

---

No. 8
Computed, not measured: the molecule C5H11NO, with wB97M-V/def2-TZVPD.

The geometry in XYZ format:
```
18
Properties=species:S:1:pos:R:3
O 2.530 -0.263 1.259
C 2.576 0.755 0.623
C 1.600 1.129 -0.467
C 0.642 -0.003 -0.806
C -0.253 -0.510 0.363
C -1.680 -0.806 -0.140
N -2.791 -0.117 0.501
H 3.352 1.523 0.793
H 1.078 2.015 -0.134
H 2.221 1.289 -1.350
H 1.054 -0.851 -1.344
H -0.054 0.435 -1.516
H -0.291 0.047 1.293
H 0.143 -1.515 0.479
H -1.836 -1.895 -0.060
H -1.878 -0.651 -1.203
H -2.743 -0.083 1.509
H -3.673 -0.498 0.198
```

Summary:
- Kohn-Sham gap (Eh) = 0.36184
- calculated total energy (eV) = -8899.8432
- energy relative to the best compared isomer or geometry (same formula, charge and spin) (eV) = 1.854
- total charge = 0

---

No. 9
Computed, not measured: the molecule C5H11NO, with wB97M-V/def2-TZVPD.

The geometry in XYZ format:
```
18
Properties=species:S:1:pos:R:3
O 2.634 -0.424 0.858
C 2.100 0.269 0.038
C 0.655 0.749 0.124
C -0.238 -0.429 0.613
C -1.647 0.095 0.817
C -0.255 -1.544 -0.463
N 0.321 1.417 -1.129
H 2.635 0.713 -0.829
H 0.665 1.460 0.960
H 0.320 -0.791 1.464
H -1.957 0.451 -0.174
H -2.345 -0.646 1.181
H -1.697 1.010 1.410
H -1.259 -1.926 -0.653
H 0.384 -2.368 -0.150
H 0.131 -1.151 -1.410
H -0.191 2.263 -0.916
H -0.255 0.853 -1.742
```

Summary:
- Kohn-Sham gap (Eh) = 0.37551
- calculated total energy (eV) = -8900.4370
- energy relative to the best compared isomer or geometry (same formula, charge and spin) (eV) = 1.260
- total charge = 0

---

No. 10
Computed, not measured: a cluster of 2 separate species, C5H11NO in total, with wB97M-V/def2-TZVPD.

The geometry in XYZ format:
```
18
Properties=species:S:1:pos:R:3
C -1.119 0.822 -0.882
N 1.383 1.165 0.533
C 0.570 0.009 0.760
C -0.639 -0.033 0.195
C -1.428 -1.144 0.566
C -1.667 -1.678 1.809
H -0.211 1.274 -1.452
H -1.701 1.624 -0.641
H -1.611 0.317 -1.697
H 0.770 1.955 0.211
H 1.990 1.405 1.281
H 0.856 -0.651 1.579
H -2.053 -1.449 -0.326
H -1.130 -1.302 2.755
H -2.489 -2.305 2.059
H 2.203 -0.040 -1.410
H 2.377 -0.219 -2.913
O 2.127 0.423 -2.233
```

Summary:
- Kohn-Sham gap (Eh) = 0.31387
- calculated total energy (eV) = -8899.0297
- energy relative to the best compared isomer or geometry (same formula, charge and spin) (eV) = 2.668
- total charge = 0

---

No. 11
Computed, not measured: a cluster of 2 separate species, C5H11NO in total, with wB97M-V/def2-TZVPD.

The geometry in XYZ format:
```
18
Properties=species:S:1:pos:R:3
C 2.766 0.034 0.041
C 1.556 0.951 -0.307
C 0.280 0.373 0.152
C -0.901 0.734 -0.415
N -2.132 0.257 0.048
C -2.593 0.592 1.192
H 2.834 -0.071 1.123
H 3.758 0.374 -0.263
H 2.561 -0.911 -0.468
H 1.474 1.047 -1.388
H 1.656 1.919 0.206
H 0.218 -0.339 0.978
H -1.128 1.428 -1.227
H -3.126 -0.196 1.736
H -2.620 1.583 1.652
H -2.319 -2.642 -1.139
H -0.860 -2.190 -0.910
O -1.426 -2.944 -1.011
```

Summary:
- Kohn-Sham gap (spin up / spin down) (Eh) = 0.35149 / 0.24417
- calculated total energy (eV) = -8890.3301
- energy relative to the best compared isomer or geometry (same formula, charge and spin) (eV) = 3.006
- ⟨S²⟩ = 0.765
- total charge = +1
- multiplicity = 2

---

No. 12
Computed, not measured: the ion C5H11NO with charge +1, with wB97M-V/def2-TZVPD.

The geometry in XYZ format:
```
18
Properties=species:S:1:pos:R:3
O -0.209 -1.322 2.337
C 0.679 -0.640 1.961
C 0.750 0.230 0.676
C -0.622 0.454 -0.008
C -0.394 1.490 -1.132
C -1.210 -0.827 -0.558
N 1.612 -0.670 -0.044
H 1.458 -0.405 2.708
H 1.204 1.213 0.813
H -1.276 0.878 0.760
H -0.263 0.883 -2.044
H -1.303 2.014 -1.425
H 0.448 2.161 -1.100
H -1.104 -1.577 0.223
H -0.741 -1.284 -1.426
H -2.288 -0.796 -0.748
H 1.193 -1.585 -0.169
H 2.066 -0.217 -0.824
```

Summary:
- Kohn-Sham gap (spin up / spin down) (Eh) = 0.40940 / 0.23098
- calculated total energy (eV) = -8890.9264
- energy relative to the best compared isomer or geometry (same formula, charge and spin) (eV) = 2.410
- ⟨S²⟩ = 0.758
- total charge = +1
- multiplicity = 2

---

No. 13
Computed, not measured: the ion C5H11NO with charge +1, with wB97M-V/def2-TZVPD.

The geometry in XYZ format:
```
18
Properties=species:S:1:pos:R:3
C -0.947 0.634 -1.826
O -1.122 -0.765 -1.506
C 0.428 0.788 -1.351
C 0.463 1.211 0.172
C -0.144 0.288 1.072
C 0.596 -0.779 1.613
N 0.176 -2.011 2.077
H -1.146 0.600 -2.918
H -1.766 1.161 -1.285
H -0.963 -0.810 -0.527
H 1.048 1.231 -2.111
H 0.997 -0.297 -1.433
H 1.506 1.670 0.292
H -0.075 2.139 0.255
H -1.064 0.486 1.600
H 1.615 -0.464 1.834
H -0.431 -2.539 1.466
H 0.830 -2.543 2.576
```

Summary:
- Kohn-Sham gap (spin up / spin down) (Eh) = 0.31921 / 0.23134
- calculated total energy (eV) = -8890.1511
- energy relative to the best compared isomer or geometry (same formula, charge and spin) (eV) = 3.185
- ⟨S²⟩ = 0.759
- total charge = +1
- multiplicity = 2

---

Values for max |F|, eV Å⁻¹, ordered as above
2.55 1.06 6.75 0.50 0.36 2.05 1.98 2.20 1.39 4.65 4.19 3.42 4.30